--- one ---
{"formula": "C3H11N", "method": "the ωB97M-V functional and the def2-TZVPD basis", "e_lumo_ev": 1.157, "homo_energy_ev": -8.851, "species": ["C", "C", "H", "H", "H", "H", "H", "H", "C", "N", "H", "H", "H", "H", "H"], "xyz": [[1.24, 0.85, 0.24], [2.06, -0.37, -0.19], [-0.05, 0.61, 0.38], [1.44, 1.72, -0.39], [1.49, 1.14, 1.26], [3.13, -0.16, -0.20], [1.89, -1.20, 0.50], [1.76, -0.70, -1.19], [-1.81, 0.25, -0.29], [-1.79, -0.97, 0.52], [-2.26, 1.06, 0.28], [-2.41, 0.18, -1.21], [-0.53, 0.53, -0.56], [-2.71, -1.19, 0.88], [-1.45, -1.75, -0.03]], "lowdin_charge": [-0.2064, -0.1769, 0.0708, 0.0639, 0.0560, 0.0610, 0.0622, 0.0586, -0.2461, -0.0776, 0.0679, 0.0558, 0.0961, 0.0561, 0.0587]}

--- two ---
{"formula": "C3H11N", "method": "the ωB97M-V functional and the def2-TZVPD basis", "e_lumo_ev": 1.072, "homo_energy_ev": -8.696, "species": ["C", "N", "C", "H", "H", "H", "H", "H", "H", "H", "C", "H", "H", "H", "H"], "xyz": [[1.36, -1.36, -0.30], [0.18, -0.52, -0.46], [-0.93, -1.24, -1.06], [1.14, -2.11, 0.46], [1.64, -1.76, -1.28], [2.24, -0.82, 0.05], [0.41, 0.30, -0.99], [-0.60, -1.83, -1.93], [-1.71, -0.57, -1.40], [-1.26, -1.94, -0.29], [-0.49, 2.39, 1.43], [-0.79, 2.97, 2.29], [-0.38, 3.04, 0.57], [-1.22, 1.62, 1.21], [0.42, 1.84, 1.69]], "lowdin_charge": [-0.1499, -0.1998, -0.1450, 0.0753, 0.0710, 0.0707, 0.0851, 0.0673, 0.0724, 0.0738, -0.0582, 0.0077, 0.0126, 0.0064, 0.0105]}

--- three ---
{"formula": "C3H11N", "method": "the ωB97M-V functional and the def2-TZVPD basis", "e_lumo_ev": 1.061, "homo_energy_ev": -10.367, "species": ["C", "C", "C", "H", "H", "H", "H", "H", "H", "H", "H", "N", "H", "H", "H"], "xyz": [[-0.21, 2.60, -1.44], [-0.35, 1.03, -0.95], [-0.44, 0.77, 0.61], [-0.95, 3.05, -2.19], [-0.21, 3.33, -0.59], [0.79, 2.69, -1.93], [-1.23, 0.52, -1.48], [0.35, 0.32, -1.30], [-1.62, 0.79, 0.88], [0.00, 1.64, 1.14], [-0.02, -0.29, 0.87], [0.90, -3.83, 1.41], [0.28, -4.55, 1.60], [0.55, -3.05, 1.97], [1.78, -4.05, 1.86]], "lowdin_charge": [-0.1041, -0.2950, -0.1479, 0.0640, 0.0512, 0.0568, 0.1005, 0.0489, 0.0983, 0.0509, 0.0770, 0.0174, -0.0293, 0.0082, 0.0032]}

Most favorable structure: two. The second most favorable one is 51.3 kJ/mol above it.

--- one ---
{"formula": "C3H11N", "method": "the ωB97M-V functional and the def2-TZVPD basis", "e_lumo_ev": 1.046, "homo_energy_ev": -8.737, "species": ["C", "N", "C", "H", "H", "H", "H", "H", "H", "H", "C", "H", "H", "H", "H"], "xyz": [[0.10, -0.55, -0.39], [0.72, -0.78, -1.64], [1.99, 0.05, -1.99], [-0.11, 0.45, -0.08], [-0.88, -1.14, -0.30], [0.71, -0.86, 0.43], [-0.01, -0.60, -2.33], [1.83, 1.01, -2.40], [2.56, -0.44, -2.84], [2.68, -0.05, -1.11], [-1.90, 0.52, 2.53], [-1.58, 1.63, 2.52], [-1.24, 0.07, 3.26], [-1.92, 0.36, 1.43], [-2.96, 0.33, 2.92]], "lowdin_charge": [-0.2273, -0.1782, -0.0925, 0.0467, 0.1050, 0.0616, 0.0859, 0.0374, 0.0737, 0.0821, -0.0721, 0.0375, 0.0076, -0.0031, 0.0358]}

--- two ---
{"formula": "C3H11N", "method": "the ωB97M-V functional and the def2-TZVPD basis", "e_lumo_ev": 1.070, "homo_energy_ev": -10.569, "species": ["C", "C", "C", "H", "H", "H", "H", "H", "H", "H", "H", "N", "H", "H", "H"], "xyz": [[0.10, 2.06, -2.16], [0.56, 1.38, -0.86], [-0.59, 0.94, 0.07], [0.44, 3.10, -2.21], [0.58, 1.60, -3.02], [-0.98, 2.01, -2.28], [1.19, 0.53, -1.09], [1.20, 2.06, -0.31], [-1.59, 1.14, -0.33], [-0.56, 1.45, 1.03], [-0.55, -0.12, 0.31], [-0.16, -4.01, 2.44], [-0.59, -4.14, 3.36], [0.46, -3.21, 2.62], [0.50, -4.79, 2.41]], "lowdin_charge": [-0.1168, -0.2989, -0.1177, 0.0653, 0.0572, 0.0585, 0.0866, 0.0887, 0.0621, 0.0560, 0.0587, -0.0101, 0.0041, 0.0039, 0.0023]}

Most favorable structure: two. The second most favorable one is 118.0 kJ/mol above it.

--- one ---
{"formula": "C17H20I2NO5Ti", "method": "the ωB97M-V functional and the def2-TZVPD basis", "total_charge": 3, "e_lumo_ev": -11.672, "homo_energy_ev": -16.528, "species": ["Ti", "C", "C", "O", "C", "C", "O", "C", "C", "O", "C", "C", "O", "H", "H", "H", "H", "H", "H", "H", "H", "H", "H", "H", "H", "H", "H", "H", "H", "I", "C", "C", "C", "I", "C", "C", "C", "C", "N", "C", "C", "O", "H", "H", "H", "H"], "xyz": [[-0.31, -0.28, 0.18], [-3.32, -0.14, 0.18], [-2.85, -0.50, 1.57], [-1.66, -1.32, 1.33], [-0.99, -1.94, 2.47], [0.09, -2.78, 1.82], [0.70, -1.94, 0.78], [1.27, -2.67, -0.37], [0.19, -2.81, -1.42], [-0.41, -1.48, -1.54], [-1.65, -1.39, -2.30], [-2.18, 0.00, -2.03], [-2.12, 0.24, -0.58], [-4.01, 0.70, 0.19], [-3.77, -1.00, -0.32], [-3.60, -1.08, 2.10], [-2.56, 0.37, 2.17], [-1.69, -2.57, 3.02], [-0.59, -1.16, 3.12], [-0.33, -3.66, 1.34], [0.86, -3.08, 2.53], [1.65, -3.63, -0.04], [2.10, -2.06, -0.71], [-0.60, -3.51, -1.13], [0.61, -3.11, -2.37], [-2.32, -2.18, -1.96], [-1.44, -1.52, -3.36], [-3.20, 0.13, -2.37], [-1.56, 0.78, -2.48], [0.23, 2.87, 4.13], [1.15, 2.91, 2.28], [2.09, 3.91, 1.95], [2.72, 3.96, 0.73], [4.07, 5.47, 0.34], [2.42, 2.96, -0.26], [2.97, 2.87, -1.55], [2.58, 1.84, -2.40], [1.66, 0.91, -1.98], [1.10, 0.95, -0.75], [1.49, 1.97, 0.09], [0.87, 1.96, 1.34], [0.00, 0.90, 1.45], [2.32, 4.67, 2.69], [3.69, 3.60, -1.88], [3.00, 1.76, -3.39], [1.35, 0.10, -2.63]], "lowdin_charge": [1.3322, -0.0405, -0.0619, -0.2473, -0.0619, -0.0405, -0.2309, -0.0595, -0.0681, -0.2584, -0.0681, -0.0596, -0.2309, 0.1683, 0.1538, 0.1687, 0.1515, 0.1687, 0.1515, 0.1538, 0.1683, 0.1670, 0.1503, 0.1529, 0.1671, 0.1529, 0.1671, 0.1670, 0.1503, 1.1054, -0.6273, -0.1657, -0.6356, 1.1338, -0.1705, 0.0562, 0.0191, -0.0596, 0.0185, -0.1365, -0.3239, -0.1447, 0.1024, 0.0985, 0.1379, 0.1283]}

--- two ---
{"formula": "C17H20I2NO5Ti", "method": "the ωB97M-V functional and the def2-TZVPD basis", "total_charge": 3, "e_lumo_ev": -11.292, "homo_energy_ev": -16.538, "species": ["Ti", "C", "C", "O", "C", "C", "O", "C", "C", "O", "C", "C", "O", "H", "H", "H", "H", "H", "H", "H", "H", "H", "H", "H", "H", "H", "H", "H", "H", "I", "C", "C", "C", "I", "C", "C", "C", "C", "N", "C", "C", "O", "H", "H", "H", "H"], "xyz": [[0.16, 0.41, 0.13], [2.72, 0.66, 1.67], [1.71, -0.18, 2.46], [0.33, 0.27, 2.12], [-0.16, 1.43, 2.88], [-1.31, 2.02, 2.09], [-0.86, 2.00, 0.68], [-0.88, 3.16, -0.23], [0.35, 3.03, -1.12], [0.51, 1.59, -1.45], [1.85, 1.24, -1.98], [2.85, 1.10, -0.81], [2.07, 1.12, 0.43], [3.59, 0.05, 1.43], [3.04, 1.55, 2.21], [1.86, -0.09, 3.53], [1.74, -1.23, 2.18], [0.66, 2.14, 2.99], [-0.50, 1.09, 3.86], [-1.52, 3.04, 2.39], [-2.21, 1.42, 2.14], [-0.82, 4.08, 0.35], [-1.81, 3.13, -0.79], [1.25, 3.35, -0.61], [0.22, 3.58, -2.05], [2.15, 2.00, -2.69], [1.71, 0.30, -2.50], [3.56, 1.93, -0.77], [3.38, 0.16, -0.87], [2.72, -3.92, -0.34], [0.74, -3.52, -0.72], [-0.15, -4.55, -1.12], [-1.48, -4.30, -1.38], [-2.69, -5.86, -1.98], [-2.00, -2.97, -1.23], [-3.33, -2.57, -1.46], [-3.70, -1.25, -1.27], [-2.76, -0.33, -0.84], [-1.48, -0.67, -0.60], [-1.11, -1.98, -0.81], [0.23, -2.26, -0.59], [0.93, -1.12, -0.22], [0.24, -5.55, -1.23], [-4.06, -3.29, -1.79], [-4.71, -0.92, -1.45], [-3.04, 0.70, -0.67]], "lowdin_charge": [1.2821, -0.0415, -0.0394, -0.2255, -0.0455, -0.0317, -0.2705, -0.0257, -0.0484, -0.2280, -0.0327, -0.0507, -0.2602, 0.1573, 0.1531, 0.1626, 0.1349, 0.1545, 0.1683, 0.1639, 0.1539, 0.1625, 0.1525, 0.1500, 0.1685, 0.1587, 0.1482, 0.1563, 0.1474, 1.1021, -0.6327, -0.1666, -0.6425, 1.1408, -0.1700, 0.0535, 0.0194, -0.0494, 0.0243, -0.1391, -0.3174, -0.1649, 0.1017, 0.0977, 0.1384, 0.1296]}

Most favorable structure: one. The second most favorable one is 45.3 kJ/mol above it.

--- one ---
{"formula": "C4H16N2O2", "method": "the ωB97M-V functional and the def2-TZVPD basis", "e_lumo_ev": -4.734, "homo_energy_ev": -8.704, "species": ["C", "N", "C", "C", "N", "C", "H", "H", "H", "H", "H", "H", "H", "H", "H", "H", "H", "H", "H", "H", "O", "H", "H", "O"], "xyz": [[2.12, 0.10, 1.12], [2.77, -0.72, 0.09], [-2.48, -0.49, 0.69], [-1.26, -0.85, -0.21], [-1.18, -0.01, -1.42], [-0.71, 1.32, -1.07], [2.84, 0.36, 1.94], [1.29, -0.40, 1.48], [1.67, 1.08, 0.74], [2.03, -0.94, -0.68], [-2.23, 0.42, 1.14], [-2.59, -1.23, 1.46], [-0.36, -0.79, 0.40], [-1.33, -1.90, -0.57], [-0.36, -0.46, -1.91], [-1.37, 1.82, -0.28], [0.29, 1.30, -0.59], [-0.70, 1.97, -1.97], [3.55, -0.23, -0.33], [1.25, -1.68, -2.67], [1.00, -1.27, -1.85], [-3.40, -0.45, 0.06], [-0.44, 1.76, 2.64], [-0.41, 1.29, 1.80]], "lowdin_charge": [-0.1603, 0.0295, -0.0684, -0.2707, -0.0080, -0.0992, 0.1104, 0.0196, 0.0913, 0.0431, 0.0092, 0.0685, 0.0833, 0.1276, 0.0536, 0.1051, 0.0671, 0.0962, 0.0734, -0.0076, -0.2101, 0.0921, -0.0297, -0.2158]}

--- two ---
{"formula": "C4H16N2O2", "method": "the ωB97M-V functional and the def2-TZVPD basis", "e_lumo_ev": 0.682, "homo_energy_ev": -8.811, "species": ["N", "C", "C", "C", "C", "N", "H", "H", "H", "H", "H", "H", "H", "H", "H", "H", "H", "H", "O", "H", "H", "O", "H", "H"], "xyz": [[-1.26, 1.07, -0.24], [-1.22, -0.43, -0.20], [-0.80, -0.86, 1.32], [0.77, -0.47, 1.45], [1.64, -1.14, 0.31], [1.26, -2.59, 0.21], [-1.72, 1.51, 0.52], [-0.36, 1.34, -0.30], [-2.31, -0.72, -0.41], [-0.85, -0.95, -1.16], [-1.48, -0.48, 2.06], [-0.75, -1.96, 1.17], [0.99, -0.76, 2.46], [0.90, 0.57, 1.48], [1.35, -0.79, -0.65], [2.58, -0.84, 0.76], [1.84, -3.42, 0.56], [0.73, -2.70, -0.68], [-2.24, 1.74, -2.97], [-2.78, 2.56, -2.50], [-2.04, 1.47, -2.06], [2.12, 2.40, -0.28], [1.21, 2.20, -0.38], [2.41, 3.26, -0.47]], "lowdin_charge": [0.0021, -0.2340, -0.1436, -0.1898, -0.2356, -0.0366, 0.0803, -0.0192, 0.1087, 0.1256, 0.0834, 0.0769, 0.0829, 0.0582, 0.0757, 0.1056, 0.1016, 0.0643, -0.1607, 0.1187, -0.0590, -0.0034, -0.0176, 0.0156]}

Most favorable structure: two. The second most favorable one is 575.7 kJ/mol above it.

--- one ---
{"formula": "C3H4N2O3", "method": "the ωB97M-V functional and the def2-TZVPD basis", "e_lumo_ev": 0.553, "homo_energy_ev": -8.761, "species": ["N", "C", "C", "O", "N", "O", "C", "O", "H", "H", "H", "H"], "xyz": [[-0.23, -0.64, -2.42], [-0.30, -0.11, -1.12], [-1.15, 0.84, -0.64], [-0.80, 1.26, 0.60], [0.29, 0.46, 0.93], [0.37, 0.26, 2.26], [0.59, -0.52, -0.02], [1.42, -1.37, 0.25], [-1.12, -0.57, -2.87], [0.09, -1.63, -2.30], [-1.95, 1.45, -1.06], [-0.23, -0.49, 2.41]], "lowdin_charge": [0.0957, -0.2270, -0.0341, 0.0282, -0.1327, 0.0946, -0.3791, 0.0897, 0.0762, 0.1135, 0.1401, 0.1350]}

--- two ---
{"formula": "C3H4N2O3", "method": "the ωB97M-V functional and the def2-TZVPD basis", "e_lumo_ev": -2.033, "homo_energy_ev": -9.623, "species": ["C", "C", "C", "H", "H", "H", "H", "N", "N", "O", "O", "O"], "xyz": [[-1.60, -0.86, 0.06], [2.19, -0.23, 0.19], [-0.24, 1.11, -0.24], [-2.43, -1.33, 1.71], [-1.09, -1.94, -0.93], [-2.40, 0.71, -0.43], [-1.13, 1.60, -0.95], [-0.22, -0.12, 0.22], [0.81, 1.75, -0.05], [0.94, -0.89, 0.12], [3.22, -0.77, -0.30], [1.95, 0.96, 0.61]], "lowdin_charge": [-0.0484, -0.4945, -0.3093, 0.1971, 0.1888, 0.1979, 0.1652, -0.2463, 0.1631, 0.0258, 0.1064, 0.0541]}

Most favorable structure: one. The second most favorable one is 1005.2 kJ/mol above it.

--- one ---
{"formula": "C6H8N2O", "method": "the ωB97M-V functional and the def2-TZVPD basis", "e_lumo_ev": 0.265, "homo_energy_ev": -9.180, "species": ["C", "N", "C", "C", "N", "C", "C", "C", "O", "H", "H", "H", "H", "H", "H", "H", "H"], "xyz": [[-1.77, 0.50, -0.49], [-0.68, -0.39, -0.32], [0.54, 0.14, 0.37], [2.01, -0.21, -0.12], [2.30, -1.64, -0.42], [1.25, -2.22, -0.14], [0.01, -2.58, 0.22], [-1.17, -1.68, -0.08], [-2.35, -1.92, -0.06], [-1.50, 1.48, -0.73], [-2.57, 0.03, -1.19], [-2.40, 0.59, 0.52], [0.56, -0.14, 1.46], [0.43, 1.16, 0.26], [2.16, 0.43, -0.95], [2.66, 0.10, 0.68], [-0.06, -3.27, 0.94]], "lowdin_charge": [-0.0972, -0.1172, -0.1182, -0.1514, 0.1150, -0.0817, 0.0245, -0.4564, 0.0790, 0.0579, 0.1225, 0.1316, 0.1426, 0.0819, 0.0991, 0.1011, 0.0668]}

--- two ---
{"formula": "C6H8N2O", "method": "the ωB97M-V functional and the def2-TZVPD basis", "e_lumo_ev": 0.611, "homo_energy_ev": -8.076, "species": ["C", "C", "C", "N", "C", "C", "N", "O", "C", "H", "H", "H", "H", "H", "H", "H", "H"], "xyz": [[-2.72, 1.11, 0.26], [-1.40, 0.85, 0.34], [-0.76, -0.37, 0.06], [-1.20, -1.50, -0.33], [-0.12, -2.41, -0.32], [1.04, -1.81, 0.13], [0.77, -0.54, 0.49], [1.61, 0.51, 0.76], [1.95, 1.29, -0.37], [-3.13, 2.06, 0.47], [-3.62, 0.60, -0.02], [-0.64, 1.70, 0.66], [-0.15, -3.49, -0.59], [2.03, -2.16, 0.37], [2.67, 2.01, -0.15], [1.11, 1.60, -0.83], [2.56, 0.55, -0.93]], "lowdin_charge": [0.0343, -0.1185, -0.2684, 0.1117, -0.1272, -0.0985, -0.0533, -0.1255, -0.0437, 0.0318, 0.0541, 0.1438, 0.1032, 0.1241, 0.0743, 0.0463, 0.1117]}

--- three ---
{"formula": "C6H8N2O", "method": "the ωB97M-V functional and the def2-TZVPD basis", "e_lumo_ev": 0.675, "homo_energy_ev": -8.496, "species": ["H", "N", "C", "N", "C", "C", "C", "O", "C", "C", "H", "H", "H", "H", "H", "H", "H"], "xyz": [[3.35, -0.98, 0.05], [2.72, -0.38, -0.56], [1.67, -0.46, 0.02], [1.38, -0.84, 1.30], [-0.26, -0.62, 1.67], [-0.68, -0.40, 0.20], [0.35, -0.28, -0.64], [0.31, 0.55, -1.72], [-0.99, 1.06, -1.65], [-1.82, 0.28, -0.49], [1.92, -0.26, 2.26], [-0.47, -1.68, 2.01], [-0.22, 0.18, 2.50], [-0.79, 2.17, -1.35], [-1.48, 1.37, -2.73], [-2.57, 0.87, 0.13], [-2.41, -0.58, -0.98]], "lowdin_charge": [0.0925, 0.1574, -0.5452, 0.0056, -0.0260, -0.1849, -0.2137, -0.0107, -0.1735, -0.0958, 0.2247, 0.1070, 0.1252, 0.1291, 0.1594, 0.1248, 0.1242]}

Most favorable structure: one. The second most favorable one is 136.0 kJ/mol above it.

--- one ---
{"formula": "C2H5NO", "method": "the ωB97M-V functional and the def2-TZVPD basis", "e_lumo_ev": 0.934, "homo_energy_ev": -9.882, "species": ["C", "C", "N", "O", "H", "H", "H", "H", "H"], "xyz": [[-1.15, 0.01, 0.04], [0.31, 0.45, 0.01], [1.28, -0.51, -0.23], [0.60, 1.63, 0.07], [-1.63, 0.39, 0.95], [-1.31, -1.06, -0.06], [-1.63, 0.51, -0.81], [2.19, -0.09, -0.31], [1.33, -1.34, 0.35]], "lowdin_charge": [-0.0169, -0.5798, 0.1269, 0.0423, 0.0820, 0.0709, 0.0874, 0.0958, 0.0913]}

--- two ---
{"formula": "C2H5NO", "method": "the ωB97M-V functional and the def2-TZVPD basis", "e_lumo_ev": 1.248, "homo_energy_ev": -9.207, "species": ["C", "C", "O", "N", "H", "H", "H", "H", "H"], "xyz": [[1.60, 0.23, -0.64], [0.64, 0.01, 0.23], [-0.76, -0.39, -0.37], [-1.60, -0.27, 0.71], [2.61, 0.28, -0.39], [1.40, 0.03, -1.69], [0.46, 0.49, 1.21], [-2.09, 0.58, 0.42], [-2.26, -0.97, 0.52]], "lowdin_charge": [0.0034, -0.1055, -0.2246, -0.0380, 0.0331, 0.0721, 0.1087, 0.0905, 0.0604]}

Most favorable structure: one. The second most favorable one is 385.9 kJ/mol above it.

--- one ---
{"formula": "H2NPS2", "method": "the ωB97M-V functional and the def2-TZVPD basis", "e_lumo_ev": -1.581, "homo_energy_ev": -8.280, "species": ["N", "S", "P", "S", "H", "H"], "xyz": [[-0.32, 0.91, 0.19], [0.22, -0.74, 0.02], [-0.68, -2.39, 0.75], [1.39, -0.71, -1.47], [0.36, 1.45, -0.34], [-0.96, 1.48, 0.84]], "lowdin_charge": [-0.3102, -0.2080, 0.3128, 0.1236, -0.0177, 0.0995]}

--- two ---
{"formula": "H2NPS2", "method": "the ωB97M-V functional and the def2-TZVPD basis", "e_lumo_ev": -1.246, "homo_energy_ev": -8.724, "species": ["N", "S", "P", "S", "H", "H"], "xyz": [[0.10, -0.40, 0.13], [1.67, -1.10, 0.04], [2.87, 0.61, -0.15], [4.73, 0.03, 0.06], [-0.69, -0.79, -0.25], [0.22, 0.53, -0.13]], "lowdin_charge": [-0.4005, 0.4282, 0.0364, -0.0103, -0.0002, -0.0536]}

Most favorable structure: two. The second most favorable one is 285.5 kJ/mol above it.